# 1
Here is an isolated molecule of C4H7NO3 in a non-equilibrium geometry from the OMol25 dataset. Energies are from wB97M-V/def2-TZVPD.

CARTESIAN COORDINATES (ANGSTROEM)
O: -2.398 0.125 -0.846
C: 1.506 2.108 0.268
H: 2.504 2.240 0.678
C: 1.069 0.934 -0.096
O: 1.969 -1.185 -0.523
H: -1.340 1.378 0.337
H: 0.914 3.005 0.112
H: 1.557 -2.004 -0.847
H: -1.962 -0.089 1.161
N: -0.328 -0.889 -0.095
C: 0.930 -0.383 -0.150
C: -1.581 0.326 0.230
H: -0.205 -2.505 0.932
H: -2.173 -0.763 -1.175
O: -0.460 -2.297 0.014

Forces on the atoms, in the same order (eV/Å):
O -0.034 -0.129 -0.343
C 0.169 0.142 -0.099
H -0.252 0.052 0.913
C -0.247 0.558 0.663
O -1.069 -0.468 -0.453
H 0.748 -0.310 -0.183
H 0.357 0.268 -0.708
H 0.311 -0.136 -0.191
H -0.107 -0.009 0.133
N -1.006 1.960 -0.301
C 1.235 0.165 -0.602
C 0.555 -2.902 0.035
H -0.191 -0.262 -0.153
H -0.417 0.360 -0.001
O -0.054 0.712 1.290

* electronic energy: -436.8618 hartree
* HOMO (alpha / beta): -7.3 / -7.3 eV
* energy above the lowest of the compared OMol25 structures with the same formula, charge and spin: 176.7 kcal per mole
* LUMO level (alpha / beta): 0.33 / 0.33 eV
* structure (SMILES): C=C=C(O)N(O)CO

# 2
Here is C4H7NO3 as an isolated structure in a non-equilibrium geometry from the OMol25 dataset. Energies are from wB97M-V/def2-TZVPD.

CARTESIAN COORDINATES (ANGSTROEM)
H: -0.956 -1.688 -1.281
H: -0.918 -1.436 1.499
C: -0.259 -1.411 0.599
H: -1.631 1.009 1.365
C: -0.824 1.031 0.640
C: 1.116 0.339 -0.913
H: 0.976 -0.151 -1.869
O: -0.761 2.141 -0.181
C: 0.291 -0.031 0.317
H: 1.008 1.416 -1.001
O: -1.256 -1.879 -0.382
N: 1.735 0.039 0.909
H: 0.502 -2.185 0.434
H: -1.347 2.794 0.211
O: 2.326 0.012 -0.348

Forces on the atoms, in the same order (eV/Å):
H 0.068 -0.031 0.264
H 1.428 -0.083 -0.133
C -1.298 -1.437 -2.004
H 0.345 -0.413 -0.016
C 2.218 -0.602 -1.086
C -2.126 0.197 -2.164
H -0.259 -0.127 -0.380
O -0.368 -0.344 0.906
C -0.583 1.576 0.911
H 0.242 -0.004 -0.473
O -0.026 0.908 -0.041
N -0.182 -0.093 1.264
H 0.255 0.390 1.351
H -0.070 0.277 -0.213
O 0.357 -0.213 1.813

* electronic energy: -436.8564 hartree
* HOMO (alpha / beta): -9.0 / -7.7 eV
* energy above the lowest of the compared OMol25 structures with the same formula, charge and spin: 180.1 kcal per mole
* LUMO level (alpha / beta): 0.29 / 0.17 eV

# 3
Here is an isolated molecule of C4H7NO3 in a non-equilibrium geometry from the OMol25 dataset. Energies are from wB97M-V/def2-TZVPD.

CARTESIAN COORDINATES (ANGSTROEM)
N: 0.088 -1.949 0.347
H: 1.193 0.528 1.774
C: -0.325 0.578 0.250
H: 1.817 -0.502 -2.383
H: 0.584 2.134 1.407
C: -0.703 -0.996 0.404
O: 0.628 0.764 -0.811
H: 0.038 -2.725 0.998
H: -1.735 -1.047 0.770
O: 0.866 -0.666 -2.470
O: -1.093 0.381 -2.297
H: -1.242 1.135 0.017
C: 0.020 0.247 -1.886
H: -0.432 1.025 2.343
C: 0.295 1.093 1.537

Forces on the atoms, in the same order (eV/Å):
N 2.338 0.835 0.539
H -0.035 -0.136 0.110
C -0.205 -1.209 0.107
H -0.464 0.206 0.661
H -0.118 0.081 -0.033
C -0.903 2.064 1.083
O -0.941 0.395 0.515
H -1.253 -0.517 -0.890
H -0.097 -0.207 0.421
O -0.620 0.583 -0.991
O 0.301 0.317 0.659
H 0.194 -0.228 -0.016
C 1.755 -1.895 -1.939
H 0.054 -0.043 0.138
C -0.006 -0.246 -0.363

* electronic energy: -437.0502 hartree
* HOMO: -9.5 eV
* energy above the lowest of the compared OMol25 structures with the same formula, charge and spin: 58.5 kcal per mole
* LUMO level: 0.80 eV
* structure (SMILES): [H]/N=C/[C@@H](C)OC(=O)O

# 4
Here is an isolated molecule of C4H7NO3 in a non-equilibrium geometry from the OMol25 dataset. Energies are from wB97M-V/def2-TZVPD.

CARTESIAN COORDINATES (ANGSTROEM)
H: -1.476 -1.190 -1.062
C: 0.899 1.136 0.298
N: 0.063 -0.841 1.565
O: 1.004 -1.258 -0.597
O: 1.996 1.309 -0.148
H: -0.910 0.723 -2.280
H: -0.379 -1.750 1.661
H: 1.838 -0.770 -0.718
C: 0.160 -0.462 0.185
H: 0.978 -0.893 2.000
C: -0.837 0.869 -1.193
O: -0.552 2.014 -0.790
C: -1.234 -0.338 -0.428
H: -1.994 -0.124 0.322
H: 0.443 1.576 1.187

Forces on the atoms, in the same order (eV/Å):
H -0.043 0.169 -0.004
C 0.127 -3.502 1.877
N 0.016 -0.134 0.166
O -0.122 0.142 -0.280
O -0.129 0.113 -0.350
H 0.486 0.127 -0.223
H 0.012 0.023 0.025
H -0.076 0.084 0.018
C 1.589 1.345 1.386
H 0.030 -0.057 -0.059
C -2.309 2.530 -2.060
O -0.972 -2.246 -0.780
C 1.107 0.754 0.316
H 0.135 -0.016 0.030
H 0.149 0.668 -0.063

* electronic energy: -437.0107 hartree
* HOMO: -9.3 eV
* energy above the lowest of the compared OMol25 structures with the same formula, charge and spin: 83.2 kcal per mole
* LUMO level: 0.21 eV
* structure (SMILES): N[C@](O)(C=O)CC=O

# 5
Here is an isolated molecule of C4H7NO3 in a non-equilibrium geometry from the OMol25 dataset. Energies are from wB97M-V/def2-TZVPD.

CARTESIAN COORDINATES (ANGSTROEM)
H: -1.518 -1.203 2.071
O: 0.316 -0.013 2.641
C: 0.897 -0.063 -1.324
N: 0.917 0.856 -0.182
C: -0.063 -1.154 -1.439
O: -1.255 -0.762 1.263
O: 1.825 0.137 -2.133
H: 0.330 -2.012 -2.012
C: -0.278 0.127 1.578
H: 1.608 1.610 -0.195
H: -0.256 -1.740 -0.473
H: -1.173 1.491 0.147
H: -0.040 2.263 1.112
C: -0.182 1.284 0.643
H: -1.128 -0.823 -1.699

Forces on the atoms, in the same order (eV/Å):
H 0.284 -0.475 0.450
O -0.341 0.497 -1.847
C 3.749 3.436 -0.118
N 0.149 0.213 -1.871
C -2.431 -2.460 1.629
O -0.281 0.667 -0.896
O -2.167 -0.956 1.482
H -0.237 1.097 -0.693
C -0.933 -0.092 4.089
H 0.068 -1.008 -0.893
H 0.448 1.426 -0.861
H 0.859 -0.775 -0.097
H 0.800 -0.610 0.375
C -1.624 -0.569 -0.638
H 1.657 -0.392 -0.112

* electronic energy: -437.0783 hartree
* HOMO: -9.7 eV
* energy above the lowest of the compared OMol25 structures with the same formula, charge and spin: 40.8 kcal per mole
* LUMO level: 0.47 eV
* structure (SMILES): CC(=O)NCC(=O)O

# 6
Here is a 2-piece molecular cluster, C4H7NO3 overall from the OMol25 dataset. Energies are from wB97M-V/def2-TZVPD.

CARTESIAN COORDINATES (ANGSTROEM)
H: 1.168 1.951 0.046
O: -0.554 1.397 -0.752
C: -0.387 -1.527 1.197
H: -2.026 0.862 -0.083
C: -0.080 0.176 -0.851
O: -2.577 0.080 0.222
H: 2.883 1.523 0.232
H: -1.296 -1.946 1.610
C: -0.433 -0.743 0.176
H: 0.569 -1.784 1.642
C: 1.626 0.075 -0.436
H: -0.036 -0.297 -1.848
H: -3.101 -0.164 -0.551
N: 1.920 1.263 0.089
O: 2.325 -0.866 -0.695

Forces on the atoms, in the same order (eV/Å):
H 0.023 -0.093 -0.023
O 0.100 -0.120 0.091
C -0.088 0.020 -0.059
H -0.025 -0.098 -0.024
C 0.236 0.196 -0.131
O 0.118 -0.014 -0.064
H -0.074 -0.046 -0.032
H 0.019 0.039 -0.061
C 0.258 -0.009 0.198
H -0.011 0.066 -0.077
C -0.306 -0.103 -0.002
H -0.003 -0.025 0.084
H 0.017 0.037 0.057
N -0.061 -0.014 -0.025
O -0.201 0.163 0.066

* electronic energy: -436.9683 hartree
* HOMO (alpha / beta): -8.8 / -8.8 eV
* energy above the lowest of the compared OMol25 structures with the same formula, charge and spin: 109.9 kcal per mole
* LUMO level (alpha / beta): -0.77 / -0.77 eV

# 7
Here is a 2-piece molecular cluster, C4H7NO3 overall in a non-equilibrium geometry from the OMol25 dataset. Energies are from wB97M-V/def2-TZVPD.

CARTESIAN COORDINATES (ANGSTROEM)
H: -1.892 2.524 -0.062
H: 3.519 0.292 -0.310
H: -0.884 -1.517 -1.790
C: -1.789 1.589 0.463
N: -0.977 -1.750 -0.802
O: -0.251 -0.912 1.187
C: -0.823 -0.735 0.128
O: 2.129 0.206 1.145
C: 2.432 -0.012 -0.093
H: -2.256 1.462 1.432
O: 1.741 -0.553 -0.913
H: -0.582 1.141 -1.060
C: -1.141 0.715 -0.240
H: 1.229 0.147 1.504
H: -0.454 -2.595 -0.588

Forces on the atoms, in the same order (eV/Å):
H -0.009 0.593 0.598
H -1.353 -0.248 0.364
H -0.345 0.253 0.525
C -1.107 1.105 0.635
N -0.051 0.504 0.109
O -0.708 -0.667 0.798
C 1.177 0.696 -0.956
O 1.255 1.446 1.896
C 1.111 -0.606 -1.030
H -0.137 -0.251 -0.198
O -0.065 0.261 -0.527
H -0.182 -0.557 -0.740
C 1.106 -2.128 -0.823
H -0.559 -0.784 -0.901
H -0.134 0.381 0.250

* electronic energy: -437.0776 hartree
* HOMO: -9.9 eV
* energy above the lowest of the compared OMol25 structures with the same formula, charge and spin: 41.3 kcal per mole
* LUMO level: 0.80 eV
* structure (SMILES): C=CC(N)=O.O=CO

# 8
Here is C4H7NO3 as an isolated structure in a non-equilibrium geometry from the OMol25 dataset. Energies are from wB97M-V/def2-TZVPD.

CARTESIAN COORDINATES (ANGSTROEM)
C: -0.130 -1.946 -1.086
H: -0.888 0.110 1.659
C: -1.345 1.868 0.393
O: 0.770 0.603 -1.178
O: 2.328 -1.366 0.161
H: -0.826 2.401 -0.399
O: -0.901 -2.744 -0.744
H: 2.614 -0.760 -0.541
C: 0.210 -0.027 -0.109
H: 0.724 -1.580 1.301
N: 0.936 -1.274 0.350
H: 0.912 -0.063 -1.868
H: -1.417 2.519 1.264
C: -0.623 0.604 0.738
H: -2.364 1.656 0.060

Forces on the atoms, in the same order (eV/Å):
C -1.702 -2.343 -2.005
H 0.133 -0.112 0.179
C -0.044 -0.084 -0.056
O 0.131 -0.569 0.219
O 0.193 0.146 0.258
H -0.032 0.052 -0.057
O 0.776 0.677 0.020
H -0.545 0.098 0.151
C 1.922 1.098 2.958
H 0.225 0.497 -0.172
N -0.805 1.269 -0.236
H -0.341 -0.118 -0.151
H 0.031 -0.018 0.008
C 0.072 -0.642 -1.116
H -0.015 0.049 0.001

* electronic energy: -436.9396 hartree
* HOMO: -8.5 eV
* energy above the lowest of the compared OMol25 structures with the same formula, charge and spin: 127.9 kcal per mole
* LUMO level: 0.66 eV